(1)
A molecular structure, C37H44AgF2O2P, computed with ωB97M-V/def2-TZVPD.

ORCA input file:
```
! wB97M-V def2-TZVPD RIJCOSX def2/J DEFGRID3
* xyz -2 1
Ag -1.247 0.993 0.590
C -0.118 -2.443 0.780
C -1.164 -2.336 -0.175
C -2.177 -1.527 0.413
C -1.684 -1.115 1.701
C -0.415 -1.700 1.919
C 0.390 -1.588 3.198
C 1.725 -2.323 3.074
C -0.396 -2.214 4.361
C 0.675 -0.119 3.534
C -3.637 -1.255 0.011
C -3.785 -0.279 -1.171
C -4.414 -0.609 1.170
C -4.365 -2.578 -0.279
C -1.035 -3.081 -1.511
C -1.807 -2.486 -2.693
C -1.445 -4.555 -1.323
C 0.433 -3.067 -1.976
H 0.807 -2.981 0.623
H -2.291 -0.672 2.479
H 1.569 -3.381 2.849
H 2.288 -2.248 4.011
H 2.337 -1.894 2.278
H -0.608 -3.265 4.150
H -1.351 -1.702 4.497
H 0.168 -2.149 5.300
H 1.284 0.342 2.754
H 1.210 -0.028 4.487
H -0.255 0.450 3.600
H -3.541 0.733 -0.842
H -4.823 -0.270 -1.526
H -3.133 -0.508 -2.007
H -3.984 0.351 1.457
H -4.444 -1.265 2.044
H -5.443 -0.425 0.846
H -3.955 -3.111 -1.131
H -5.427 -2.388 -0.480
H -4.291 -3.237 0.591
H -2.885 -2.500 -2.559
H -1.585 -3.078 -3.589
H -1.484 -1.461 -2.880
H -2.488 -4.645 -1.017
H -0.833 -5.014 -0.543
H -1.307 -5.118 -2.254
H 0.766 -2.039 -2.122
H 0.519 -3.596 -2.932
H 1.100 -3.559 -1.267
O -0.964 1.315 -4.295
C -0.345 1.408 -3.225
O -0.051 0.503 -2.398
C 0.171 2.785 -2.813
C -0.035 3.872 -3.653
C 0.442 5.130 -3.321
C 1.137 5.299 -2.132
C 1.344 4.218 -1.286
C 0.861 2.948 -1.608
P 1.030 1.504 -0.470
C 2.023 2.318 0.892
C 1.293 3.024 1.856
C 1.920 3.603 2.948
C 3.293 3.473 3.118
C 4.030 2.772 2.175
C 3.401 2.206 1.072
C 2.397 0.522 -1.196
C 2.681 -0.701 -0.600
C 3.738 -1.480 -1.053
C 4.515 -1.047 -2.117
C 4.227 0.168 -2.727
C 3.176 0.949 -2.267
H -0.582 3.684 -4.569
H 0.275 5.973 -3.981
H 1.516 6.276 -1.853
H 1.883 4.376 -0.362
H 0.217 3.119 1.746
H 1.329 4.143 3.678
H 3.783 3.908 3.982
H 5.102 2.659 2.298
H 3.997 1.663 0.348
H 2.042 -1.055 0.202
H 3.934 -2.438 -0.585
H 5.332 -1.659 -2.483
H 4.821 0.507 -3.569
H 2.951 1.893 -2.750
F -3.726 2.839 0.945
C -2.357 2.909 0.571
F -1.855 3.927 1.438
H -2.399 3.425 -0.398
*
```

Output
E_HOMO ... -1.1 eV
F_max ... 0.1 eV/A
HOMO-LUMO gap ... 5.712 eV

(2)
A molecular structure, C22H43N2OP3Ru at a distorted geometry, computed with ωB97M-V/def2-TZVPD.

ORCA input file:
```
! wB97M-V def2-TZVPD RIJCOSX def2/J DEFGRID3
* xyz 3 6
Ru -0.556 -0.560 0.136
P -2.746 -0.760 0.636
P -0.891 -0.888 -2.090
P -0.114 0.415 2.159
H 1.223 2.524 -4.020
C 2.135 2.614 -3.446
C 2.783 1.559 -2.853
H 2.634 0.523 -3.135
C -3.765 0.682 0.165
C -3.574 -2.219 -0.111
C -3.281 -0.993 2.379
C 0.385 -0.390 -3.297
C -0.919 -2.715 -2.329
C -2.378 -0.253 -2.946
C 1.571 1.064 2.341
C -0.237 -0.494 3.749
C -1.172 1.893 2.372
H 2.641 3.587 -3.461
H 3.783 1.708 -2.450
H -4.817 0.466 0.389
H -3.660 0.904 -0.903
H -3.446 1.554 0.749
H -4.557 -2.355 0.361
H -2.983 -3.124 0.086
H -3.720 -2.116 -1.191
H -4.373 -0.896 2.433
H -2.833 -0.245 3.038
H -3.008 -1.991 2.743
H -0.025 -0.387 -4.318
H 1.227 -1.095 -3.249
H 0.736 0.620 -3.057
H -1.457 -2.967 -3.252
H -1.408 -3.214 -1.485
H 0.111 -3.086 -2.400
H -2.317 -0.494 -4.016
H -2.408 0.836 -2.839
H -3.292 -0.685 -2.532
H 1.839 1.150 3.402
H 1.627 2.055 1.879
H 2.283 0.398 1.842
H 0.688 -0.332 4.316
H -0.322 -1.566 3.540
H -1.084 -0.149 4.349
H -0.647 2.624 2.998
H -2.131 1.642 2.838
H -1.352 2.335 1.387
C 1.973 2.578 -0.480
C 0.804 3.374 -0.569
C 0.931 4.720 -0.244
C 2.124 5.219 0.300
C 3.176 4.354 0.624
C 3.109 3.024 0.254
O 2.050 1.414 -1.109
H 0.351 0.698 -0.607
H -0.100 2.901 -0.946
H 0.079 5.380 -0.426
H 2.208 6.291 0.515
H 4.070 4.717 1.133
H 3.871 2.288 0.520
N -0.361 -3.251 2.183
C 0.679 -3.256 1.259
C 1.530 -4.370 1.205
C 2.614 -4.335 0.342
C 2.909 -3.130 -0.305
C 2.050 -2.045 -0.169
N 0.874 -2.160 0.492
H -0.381 -4.067 2.782
H -1.294 -3.006 1.839
H 1.255 -5.213 1.838
H 3.224 -5.218 0.186
H 3.793 -3.027 -0.927
H 2.269 -1.058 -0.595
*
```

Output
E_HOMO (spin up / spin down) ... -16.4 / -17.0 eV
<S²> ... 8.785
F_max ... 2.8 eV/A
HOMO-LUMO gap (spin up / spin down) ... 8.265 / 5.001 eV

(3)
C3H5NO2 in the gas phase, computed with ωB97M-V/def2-TZVPD.

ORCA input file:
```
! wB97M-V def2-TZVPD RIJCOSX def2/J DEFGRID3
* xyz 0 1
O 2.098 -0.659 -0.808
C 1.774 -0.116 0.223
C 0.339 0.136 0.608
N -0.542 -0.360 -0.412
C -1.796 0.138 -0.550
O -2.299 0.935 0.219
H 2.531 0.219 0.958
H 0.155 -0.339 1.582
H 0.183 1.211 0.765
H -0.121 -0.905 -1.150
H -2.321 -0.261 -1.436
*
```

Output
E_HOMO ... -10.2 eV
SMILES ... O=CCNC=O
F_max ... 0.5 eV/A
HOMO-LUMO gap ... 11.022 eV

(4)
A molecular structure, C11H27As3I2O4ReS4SbSe, computed with ωB97M-V/def2-TZVPD.

ORCA input file:
```
! wB97M-V def2-TZVPD RIJCOSX def2/J DEFGRID3
* xyz 2 1
Re -1.919 -0.922 0.161
S -3.112 -4.546 1.087
Sb -5.264 -4.365 -0.653
S -3.822 -1.298 -1.191
S -2.106 -2.279 -1.765
S -6.604 -4.722 1.006
C 0.909 -3.292 -0.543
As 0.536 -1.488 0.029
C 1.229 -1.445 1.832
C 1.605 -0.418 -1.196
C 1.490 1.116 -1.157
C 2.548 1.682 -2.112
C 0.140 1.582 -1.740
As -1.514 1.362 -0.742
C -1.631 2.646 0.693
C -2.839 1.953 -2.013
C 1.664 1.670 0.263
As 3.337 1.577 1.377
C 4.268 3.134 0.648
C 4.491 0.209 0.560
H 1.978 -3.479 -0.436
H 0.626 -3.427 -1.586
H 0.354 -3.987 0.085
H 2.293 -1.670 1.816
H 0.703 -2.219 2.391
H 1.064 -0.479 2.304
H 1.344 -0.792 -2.191
H 2.635 -0.718 -1.006
H 2.372 1.345 -3.135
H 3.550 1.369 -1.824
H 2.522 2.772 -2.106
H -0.050 1.098 -2.703
H 0.187 2.660 -1.932
H -1.299 3.619 0.327
H -1.027 2.338 1.540
H -2.677 2.703 0.993
H -2.600 2.970 -2.328
H -3.822 1.942 -1.545
H -2.841 1.299 -2.884
H 0.884 1.238 0.903
H 1.464 2.747 0.243
H 3.684 4.031 0.851
H 4.459 3.054 -0.418
H 5.221 3.230 1.169
H 4.125 -0.799 0.743
H 5.445 0.299 1.081
H 4.681 0.348 -0.504
O -4.695 -2.247 -0.337
Se -3.604 -2.809 2.526
O -2.823 -3.074 3.878
O -2.392 -0.549 1.725
O -2.255 -3.064 1.242
I -6.458 -0.100 2.272
I -6.455 -1.806 4.300
*
```

Output
E_HOMO ... -13.5 eV
F_max ... 0.9 eV/A
HOMO-LUMO gap ... 5.882 eV

(5)
C4H6O2 in the gas phase, computed with ωB97M-V/def2-TZVPD.

ORCA input file:
```
! wB97M-V def2-TZVPD RIJCOSX def2/J DEFGRID3
* xyz 0 1
O -1.548 -0.998 1.493
C -1.212 -1.585 0.503
O -0.580 -1.080 -0.570
C -0.268 0.304 -0.583
C 1.174 0.653 -0.746
C 0.466 0.920 0.556
H -1.370 -2.660 0.333
H -1.017 0.891 -1.106
H 1.865 -0.184 -0.780
H 1.434 1.486 -1.391
H 0.697 0.287 1.406
H 0.207 1.943 0.813
*
```

Output
E_HOMO ... -10.5 eV
SMILES ... O=COC1CC1
F_max ... 0.4 eV/A
HOMO-LUMO gap ... 11.544 eV

(6)
C19H30N2O3S in the gas phase at a distorted geometry, computed with ωB97M-V/def2-TZVPD.

ORCA input file:
```
! wB97M-V def2-TZVPD RIJCOSX def2/J DEFGRID3
* xyz 0 1
C -3.670 -1.828 -3.959
C -3.759 -2.902 -2.902
O -4.638 -3.739 -2.925
N -2.782 -2.949 -1.938
C -2.626 -4.191 -1.198
C -1.316 -4.841 -1.627
C -0.157 -3.937 -1.215
C -0.471 -2.477 -1.397
C 0.534 -1.542 -1.190
C 0.284 -0.190 -1.299
S 1.607 0.985 -0.993
O 2.846 0.263 -1.010
O 1.443 2.097 -1.881
N 1.356 1.518 0.563
C 1.407 0.464 1.548
C 2.128 0.856 2.852
C 3.006 -0.298 3.333
C 1.138 1.245 3.948
C 0.442 2.624 0.735
C 1.116 3.868 1.337
C 2.306 4.278 0.476
C 0.095 4.999 1.433
C -0.989 0.265 -1.586
C -2.004 -0.648 -1.792
C -1.755 -2.022 -1.735
H -2.656 -1.470 -4.104
H -4.319 -0.993 -3.702
H -4.049 -2.257 -4.884
H -3.485 -4.821 -1.432
H -2.617 -3.975 -0.125
H -1.212 -5.825 -1.171
H -1.330 -4.969 -2.711
H 0.743 -4.187 -1.780
H 0.074 -4.099 -0.157
H 1.539 -1.863 -0.961
H 1.967 -0.338 1.065
H 0.395 0.093 1.774
H 2.775 1.707 2.626
H 3.515 -0.027 4.255
H 3.754 -0.545 2.585
H 2.400 -1.182 3.524
H 1.670 1.584 4.835
H 0.529 0.387 4.225
H 0.477 2.043 3.621
H 0.085 2.895 -0.261
H -0.415 2.313 1.346
H 1.474 3.633 2.343
H 3.021 3.463 0.412
H 1.978 4.509 -0.534
H 2.799 5.151 0.898
H 0.550 5.881 1.878
H -0.270 5.264 0.444
H -0.754 4.706 2.047
H -1.175 1.324 -1.656
H -3.006 -0.298 -1.977
*
```

Output
E_HOMO ... -8.8 eV
SMILES ... CC(=O)N1CCCc2cc(S(=O)(=O)N(CC(C)C)CC(C)C)ccc21
F_max ... 1.2 eV/A
HOMO-LUMO gap ... 9.358 eV